{
  "formula": "C18H15NO5",
  "method": "the ωB97M-V functional and the def2-TZVPD basis",
  "mol_weight_g_mol": 325.32,
  "e_tot_ev": -30637.9533,
  "largest_force_ev_per_a": 0.715,
  "lumo_energy_ha": -0.0130,
  "de_lowest_kj_mol": 0.0,
  "symbols": ["C", "H", "O", "C", "C", "C", "C", "C", "C", "H", "H", "C", "C", "O", "O", "C", "N", "C", "O", "C", "C", "C", "C", "C", "C", "C", "O", "H", "H", "H", "H", "H", "H", "H", "H", "H", "H", "H", "H"],
  "coordinates": [[3.47286, -3.82725, 5.11670], [3.55812, -4.65214, 5.82239], [2.86163, -4.36794, 3.97111], [2.62898, -3.54725, 2.90896], [2.94915, -2.19539, 2.85878], [2.66707, -1.46028, 1.71975], [2.06984, -2.04741, 0.61606], [1.74538, -3.39862, 0.67386], [2.02184, -4.14130, 1.80134], [1.77647, -5.19018, 1.85286], [1.27290, -3.87185, -0.17443], [1.73914, -1.23484, -0.60701], [0.33222, -0.68569, -0.51724], [-0.51356, -0.79524, -1.36271], [0.15431, -0.03145, 0.64310], [-1.09155, 0.58870, 0.87409], [-1.47294, 1.48017, -0.18813], [-2.69068, 1.35200, -0.86440], [-3.57787, 0.61503, -0.53130], [-2.61947, 2.32462, -1.97667], [-3.54012, 2.63762, -2.95513], [-3.18682, 3.60838, -3.88738], [-1.95373, 4.24001, -3.83377], [-1.02563, 3.92421, -2.84635], [-1.37623, 2.96119, -1.92328], [-0.61606, 2.40717, -0.77840], [0.49541, 2.66500, -0.39811], [-0.06360, 4.41018, -2.79898], [-1.70820, 4.98866, -4.57210], [-3.88461, 3.87320, -4.66761], [-4.49642, 2.14010, -2.99198], [-1.89482, -0.15637, 0.95838], [-0.96128, 1.13261, 1.81580], [1.80879, -1.83381, -1.51545], [2.41352, -0.37945, -0.68258], [2.91573, -0.40989, 1.69572], [3.41765, -1.70248, 3.69596], [2.86398, -3.03332, 5.56145], [4.47180, -3.43793, 4.89426]]
}


{
  "formula": "C18H16AuNPTe",
  "method": "the ωB97M-V functional and the def2-TZVPD basis",
  "total_charge": -1,
  "mol_weight_g_mol": 601.87,
  "e_tot_ev": -40692.9813,
  "largest_force_ev_per_a": 0.102,
  "lumo_energy_ha": 0.0968,
  "de_lowest_kj_mol": 0.0,
  "symbols": ["Au", "N", "C", "C", "C", "C", "C", "C", "P", "C", "C", "C", "C", "C", "C", "C", "C", "C", "C", "C", "C", "H", "H", "H", "H", "H", "H", "H", "H", "H", "H", "H", "H", "H", "H", "H", "H", "Te"],
  "coordinates": [[-2.49063, -0.24695, -2.13026], [0.17378, 1.79756, -2.68183], [1.14193, 0.91216, -2.25100], [2.44014, 1.00427, -2.76811], [3.44817, 0.16954, -2.32748], [3.19456, -0.78886, -1.35593], [1.91490, -0.88656, -0.83177], [0.88233, -0.05017, -1.25151], [-0.80925, -0.18182, -0.57740], [-0.68417, -1.60076, 0.56655], [-0.21165, -1.49497, 1.87118], [-0.12732, -2.61915, 2.68290], [-0.51274, -3.85908, 2.19274], [-0.99508, -3.96955, 0.89514], [-1.08872, -2.84585, 0.08833], [-0.89634, 1.25658, 0.54917], [0.23649, 1.89818, 1.04456], [0.10941, 2.97636, 1.90876], [-1.15027, 3.42002, 2.28649], [-2.28332, 2.79071, 1.78926], [-2.15746, 1.71972, 0.91719], [0.37775, 2.24002, -3.56399], [-0.78665, 1.45667, -2.66411], [2.64167, 1.74276, -3.53593], [4.43928, 0.26246, -2.75553], [3.97797, -1.45197, -1.01326], [1.70886, -1.63228, -0.07526], [0.08664, -0.52969, 2.26135], [0.23737, -2.52436, 3.69826], [-0.44739, -4.73595, 2.82490], [-1.31368, -4.93138, 0.51342], [-1.49623, -2.92086, -0.91402], [1.22067, 1.55975, 0.74357], [0.99577, 3.47439, 2.28237], [-1.24903, 4.26514, 2.95673], [-3.26816, 3.14532, 2.06556], [-3.03697, 1.24755, 0.49356], [-4.22264, -0.06892, -3.93459]]
}


{
  "formula": "C18H16BBrN8Pd",
  "method": "the ωB97M-V functional and the def2-TZVPD basis",
  "multiplicity": 2,
  "total_charge": 1,
  "mol_weight_g_mol": 541.52,
  "s2": 0.76,
  "e_tot_ev": -105039.0265,
  "largest_force_ev_per_a": 0.687,
  "lumo_energy_ha": [-0.1793, -0.2086],
  "de_lowest_kj_mol": 0.0,
  "symbols": ["Pd", "C", "C", "N", "N", "C", "B", "N", "C", "C", "C", "N", "N", "C", "C", "C", "N", "N", "C", "C", "C", "N", "H", "H", "H", "H", "H", "H", "H", "H", "H", "H", "H", "H", "Br", "C", "C", "C", "C", "C", "C", "H", "H", "H", "H"],
  "coordinates": [[0.46372, 0.12155, 0.08592], [-3.04160, -2.35592, -0.08568], [-2.28746, -1.32696, -0.63921], [-1.11746, -1.25692, -0.01075], [-1.09131, -2.19972, 0.95628], [-2.24897, -2.88052, 0.91655], [0.15372, -2.39425, 1.88276], [0.28222, -1.05195, 2.73115], [0.24823, -0.84172, 4.05469], [0.35894, 0.50961, 4.31722], [0.45320, 1.10084, 3.06987], [0.41875, 0.15881, 2.12735], [1.42759, -2.54169, 1.01151], [2.37617, -3.49451, 1.01916], [3.29989, -3.19997, 0.03898], [2.83081, -2.02618, -0.54665], [1.70591, -1.63799, 0.04681], [-0.02346, -3.67075, 2.68269], [-0.07938, -4.07381, 3.98413], [-0.26562, -5.42802, 4.00907], [-0.31695, -5.79815, 2.65234], [-0.17229, -4.75270, 1.86558], [-4.02182, -2.68477, -0.38106], [-2.51981, -0.65102, -1.44560], [-2.41607, -3.70372, 1.58815], [0.13678, -1.64882, 4.74727], [0.36517, 0.99230, 5.27784], [0.55616, 2.13944, 2.80370], [2.31902, -4.31892, 1.70742], [4.17720, -3.76326, -0.22334], [3.24815, -1.45299, -1.35914], [0.02339, -3.41582, 4.82376], [-0.34894, -6.05423, 4.88001], [-0.45075, -6.77631, 2.21916], [-0.83034, 6.49538, -0.26165], [-0.58364, 4.62813, -0.10308], [-1.64118, 3.83246, 0.32730], [-1.45920, 2.46657, 0.46774], [-0.23192, 1.92899, 0.13554], [0.83641, 2.70696, -0.27576], [0.65054, 4.07866, -0.41009], [-2.59624, 4.28592, 0.55328], [-2.27062, 1.83550, 0.80741], [1.81402, 2.28285, -0.51363], [1.46265, 4.71004, -0.74205]]
}


{
  "formula": "C18H16Cl2MoN4OS",
  "method": "the ωB97M-V functional and the def2-TZVPD basis",
  "multiplicity": 3,
  "total_charge": 2,
  "mol_weight_g_mol": 503.27,
  "s2": 2.03,
  "e_tot_ev": -64639.2165,
  "largest_force_ev_per_a": 1.571,
  "lumo_energy_ha": [-0.2737, -0.3437],
  "de_lowest_kj_mol": 1634.0,
  "symbols": ["Mo", "Cl", "C", "C", "C", "C", "C", "Cl", "C", "S", "H", "H", "H", "O", "C", "C", "C", "C", "C", "C", "C", "N", "C", "C", "N", "H", "H", "H", "H", "H", "H", "H", "C", "N", "C", "C", "N", "H", "H", "H", "H", "H", "H"],
  "coordinates": [[-1.05688, -0.70090, 0.52973], [1.40810, 1.45001, 0.36929], [0.34327, 2.99942, 0.88048], [1.09913, 4.11566, 0.68162], [0.36015, 5.29845, 0.61203], [-1.01539, 5.26873, 0.76171], [-1.69915, 4.07262, 0.95354], [-3.40804, 4.11740, 1.08523], [-1.01595, 2.83526, 1.01050], [-1.98986, 1.36479, 1.12751], [2.17586, 4.10881, 0.57490], [0.87608, 6.23594, 0.45484], [-1.58747, 6.18496, 0.71871], [-0.11475, -0.62819, -0.83415], [2.33816, -0.26928, 0.80301], [3.26160, 1.37966, -2.01661], [3.70649, 0.20102, -2.08821], [4.06029, -1.17419, -1.91151], [3.67173, -1.88655, -0.84551], [2.86513, -1.37677, 0.22929], [1.94404, -2.02721, 1.19940], [1.69979, -0.88575, 1.97413], [0.27528, -0.89628, 2.21933], [-0.19089, -2.23192, 1.87628], [0.94306, -2.84155, 1.18780], [2.34552, 2.21366, 0.85181], [4.12019, 0.89155, -2.97890], [4.68953, -1.63643, -2.65940], [4.00093, -2.91229, -0.74900], [-0.05365, -0.38619, 3.11630], [-0.78176, -2.87863, 2.51276], [0.79550, -3.61376, 0.51999], [-3.21403, -1.77668, -2.30941], [-2.83819, -2.54387, -1.10449], [-3.60051, -2.40336, 0.13169], [-1.91768, -3.49495, -1.19356], [-1.11464, -4.32192, -1.27011], [-4.29667, -1.79015, -2.41721], [-2.76727, -2.24870, -3.17971], [-2.86572, -0.74508, -2.24880], [-3.80881, -3.37123, 0.58417], [-4.53629, -1.89885, -0.09145], [-3.10624, -1.79728, 0.93198]]
}